[1]
One molecule with the formula C3H3NO2, computed with wB97M-V/def2-TZVPD.

Results
multiplicity	1
E_LUMO	0.71	eV
max |F|	2.5	eV Å⁻¹
energy above the lowest of the compared OMol25 structures with the same formula, charge and spin	3.274	eV
HOMO level	-10.22	eV
frontier orbital gap	10.926	eV

Last column: Löwdin charge in e.
Geometry (Å):
O (-0.948, -1.820, -0.220)  0.08
O (-0.451, 1.336, 0.978)  -0.04
H (-0.573, -1.473, -1.071)  0.12
H (1.090, 2.068, -0.183)  0.13
C (-0.504, -0.677, 0.343)  -0.45
C (0.536, 1.186, 0.090)  -0.11
C (0.625, -0.093, -0.305)  -0.02
N (-1.144, 0.129, 1.134)  0.15
H (1.419, -0.634, -0.803)  0.12

[2]
C5H6BrClO3 as an isolated structure, computed with wB97M-V/def2-TZVPD.

Results
multiplicity	1
E_LUMO	0.44	eV
max |F|	4.9	eV Å⁻¹
energy above the lowest of the compared OMol25 structures with the same formula, charge and spin	0.000	eV
HOMO level	-10.03	eV
frontier orbital gap	10.471	eV

Last column: Löwdin charge in e.
Geometry (Å):
H (3.097, 0.876, 0.520)  0.12
O (-1.615, 0.131, -0.310)  -0.12
C (1.201, 0.390, 1.243)  -0.62
H (2.430, -0.765, 0.120)  0.09
C (2.189, 0.317, 0.140)  0.01
H (1.593, 0.494, -0.788)  0.11
H (-2.228, 1.554, -1.582)  0.12
Br (-1.245, 0.134, 2.383)  0.94
H (-1.557, 0.031, -2.383)  0.10
C (-0.536, -0.609, -0.247)  -0.61
O (1.332, 0.991, 2.243)  0.06
C (-2.181, 0.444, -1.605)  0.04
O (-0.051, -1.339, -1.089)  0.09
H (-3.032, -0.031, -1.454)  0.05
Cl (0.594, -2.110, 1.633)  0.74
C (0.007, -0.510, 1.176)  -1.10

[3]
C18H48LiN3O10P as an isolated structure, computed with wB97M-V/def2-TZVPD.

Results
multiplicity	1
E_LUMO	-2.38	eV
max |F|	12.1	eV Å⁻¹
energy above the lowest of the compared OMol25 structures with the same formula, charge and spin	0.250	eV
HOMO level	-7.84	eV
total charge	+1
frontier orbital gap	5.458	eV

Last column: Löwdin charge in e.
Geometry (Å):
H (-16.784, -19.293, -52.228)  0.14
H (-22.484, -15.221, -48.327)  0.06
H (-16.201, -15.821, -53.298)  0.05
H (-18.796, -17.804, -53.175)  0.17
C (-22.221, -18.161, -51.277)  -0.02
H (-22.931, -18.661, -50.605)  0.11
H (-21.333, -17.833, -50.539)  0.11
H (-20.389, -13.777, -46.393)  0.12
C (-16.512, -8.724, -52.642)  0.01
C (-16.233, -16.770, -52.980)  0.05
H (-22.767, -13.501, -47.292)  0.20
H (-16.498, -11.302, -51.604)  0.14
H (-16.152, -15.996, -50.365)  0.11
H (-19.144, -8.892, -50.282)  0.16
O (-18.514, -12.490, -52.430)  -0.12
C (-22.842, -14.792, -47.423)  -0.02
H (-21.696, -13.210, -52.248)  0.08
C (-17.320, -10.628, -51.406)  -0.18
C (-21.306, -17.520, -47.536)  -0.21
H (-18.132, -14.762, -48.231)  0.03
H (-17.614, -10.994, -50.505)  0.07
C (-18.032, -16.420, -49.393)  -0.27
O (-21.763, -18.818, -47.812)  -0.12
N (-22.110, -15.398, -46.301)  -0.38
H (-20.304, -17.772, -47.326)  0.11
H (-19.103, -8.312, -51.973)  0.10
C (-22.631, -13.520, -51.839)  -0.05
H (-22.199, -15.099, -44.144)  0.11
H (-18.178, -10.641, -53.543)  0.16
H (-21.122, -19.408, -48.411)  0.17
H (-16.571, -17.446, -53.816)  0.13
P (-19.589, -12.333, -48.809)  -0.16
C (-17.097, -16.240, -50.616)  -0.11
H (-22.716, -13.736, -44.967)  0.13
H (-18.959, -16.216, -52.496)  0.08
H (-16.372, -7.819, -52.788)  0.00
H (-16.141, -7.817, -49.965)  0.06
O (-19.844, -12.558, -50.375)  -0.46
H (-23.816, -15.407, -44.760)  0.18
H (-17.381, -15.286, -51.108)  0.16
H (-23.922, -15.039, -47.290)  0.11
O (-23.156, -14.829, -52.090)  0.02
O (-20.962, -12.523, -48.454)  -0.40
H (-19.196, -17.395, -51.647)  0.03
H (-18.871, -12.663, -51.538)  -0.03
C (-20.679, -14.846, -46.255)  0.02
C (-18.419, -8.459, -51.117)  -0.03
H (-21.682, -18.702, -51.993)  0.07
H (-21.852, -17.303, -45.422)  0.16
H (-21.454, -17.006, -48.537)  0.10
C (-22.371, -15.824, -51.624)  -0.60
H (-17.234, -8.878, -53.594)  0.15
H (-19.268, -10.630, -51.923)  0.09
H (-18.391, -7.346, -50.704)  0.14
H (-15.641, -9.352, -52.874)  0.12
H (-15.098, -16.820, -52.825)  0.14
H (-20.216, -15.423, -47.094)  0.08
C (-18.506, -17.094, -52.313)  -0.03
O (-22.794, -17.020, -51.882)  0.05
N (-17.143, -17.081, -51.757)  -0.32
H (-20.201, -15.230, -45.274)  0.14
C (-16.204, -8.809, -50.212)  -0.01
O (-21.344, -15.557, -51.042)  0.04
O (-19.247, -13.715, -48.613)  -0.42
O (-17.664, -15.631, -48.328)  -0.04
H (-15.221, -9.514, -50.181)  0.17
H (-23.116, -17.199, -46.405)  0.06
C (-16.889, -18.488, -51.423)  -0.02
H (-18.222, -17.498, -49.231)  0.11
N (-17.108, -9.180, -51.335)  -0.32
O (-18.856, -11.054, -48.371)  -0.39
H (-17.796, -18.819, -50.936)  0.09
Li (-20.607, -14.103, -49.658)  0.55
H (-22.825, -13.220, -50.688)  0.14
C (-22.218, -16.873, -46.371)  -0.05
H (-16.793, -9.157, -49.220)  0.16
C (-22.746, -14.843, -45.099)  -0.07
H (-19.063, -16.357, -49.884)  0.11
H (-23.361, -12.690, -52.225)  0.13
C (-18.390, -11.081, -52.378)  -0.27
H (-15.993, -18.593, -50.796)  0.13

[4]
C18H28BCdN6Se2Te2 as an isolated structure, computed with wB97M-V/def2-TZVPD.

Results
multiplicity	1
E_LUMO	2.32	eV
max |F|	2.8	eV Å⁻¹
HOMO level	-3.69	eV
total charge	-1
frontier orbital gap	6.011	eV

Last column: Löwdin charge in e.
Geometry (Å):
C (0.539, 2.631, 3.262)  -0.09
C (-2.313, -2.216, -0.933)  -0.31
H (-4.677, -3.332, -2.158)  0.08
H (-0.733, 1.384, 5.626)  0.08
C (-4.284, -2.296, -2.360)  -0.10
H (3.539, -2.644, -0.789)  0.14
H (-0.279, -1.049, 4.846)  0.09
Se (-0.914, 0.227, -3.382)  -0.39
H (4.565, -0.649, -2.414)  0.10
H (-4.338, -2.245, -0.320)  0.15
B (1.102, -2.057, 0.500)  -0.60
C (-0.583, 1.628, 3.358)  -0.39
H (0.154, 3.647, 3.538)  0.09
C (3.524, 2.696, -0.904)  -0.07
H (0.967, 2.607, 2.249)  0.06
H (-2.106, 0.842, 4.646)  0.07
C (3.097, -1.638, -1.044)  -0.09
N (1.735, 0.075, -0.853)  0.00
H (3.704, 1.220, -4.161)  0.10
H (1.350, 2.377, 3.970)  0.08
H (-5.127, -1.599, -2.646)  0.09
H (-3.575, -2.434, -3.240)  0.09
H (-2.606, -4.449, -1.221)  0.10
N (1.927, -1.256, -0.515)  -0.02
H (4.573, 2.451, -0.639)  0.08
H (-1.412, 1.918, 2.636)  0.10
H (4.977, 1.642, -2.916)  0.09
C (-1.948, -3.601, -1.034)  -0.03
H (3.958, 2.934, -3.646)  0.06
N (-0.233, -2.462, -0.213)  -0.02
C (3.653, -0.650, -1.822)  -0.03
Te (-1.127, 2.470, -4.218)  -0.03
H (-3.038, 0.340, -1.677)  -0.03
C (0.608, -1.880, 3.002)  -0.07
N (0.732, -1.339, 1.747)  -0.03
H (2.875, 2.672, 0.004)  0.08
H (0.036, -4.476, -0.446)  0.11
C (-3.704, -1.703, -1.088)  -0.41
H (1.665, -3.042, 0.708)  0.10
C (-0.022, -0.948, 3.789)  -0.03
Te (-2.890, 3.884, -2.318)  -0.01
C (-3.765, -0.187, -0.954)  -0.15
H (3.538, 3.750, -1.280)  0.08
Se (-1.936, 2.919, -0.229)  -0.46
H (1.977, 2.252, -2.323)  0.10
C (-1.366, 1.643, 4.720)  -0.09
C (2.768, 0.404, -1.678)  -0.29
C (2.972, 1.866, -2.081)  -0.38
N (0.316, -0.018, 1.744)  0.08
H (0.935, -2.879, 3.222)  0.11
C (3.926, 1.910, -3.277)  -0.09
C (-0.117, 0.230, 2.987)  -0.28
C (-0.662, -3.675, -0.533)  -0.11
H (-3.503, 0.130, 0.053)  0.04
N (-1.314, -1.546, -0.328)  0.06
Cd (-0.446, 0.742, -0.761)  1.02
H (-1.884, 2.595, 4.943)  0.07
H (-4.809, 0.184, -1.149)  0.09

[5]
An isolated ion of composition C4H8N and charge +1, computed with wB97M-V/def2-TZVPD.

Results
multiplicity	1
E_LUMO	-4.17	eV
max |F|	6.4	eV Å⁻¹
energy above the lowest of the compared OMol25 structures with the same formula, charge and spin	2.695	eV
HOMO level	-14.27	eV
total charge	+1
frontier orbital gap	10.102	eV

Last column: Löwdin charge in e.
Geometry (Å):
H (-1.495, -2.228, -0.064)  0.11
H (-0.585, -2.637, 1.265)  0.12
H (0.824, 1.605, -1.355)  0.13
H (2.315, 1.251, 1.130)  0.13
C (-0.613, -1.904, 0.451)  -0.09
C (0.827, -0.392, -0.542)  0.00
C (0.918, 0.882, -0.495)  -0.02
H (1.825, 2.709, 0.426)  0.19
H (0.688, 1.797, 1.432)  0.16
N (1.510, 1.755, 0.809)  0.20
H (-1.027, -0.967, 0.692)  0.08
C (0.529, -1.634, -0.272)  -0.09
H (0.963, -2.499, -0.215)  0.08